Entry from the Open Molecules 2025 dataset: a molecular structure, C44H70Br52F3NO2P at a distorted geometry (ωB97M-V with the def2-TZVPD basis set).

LUMO energy	-2.82	eV
maximum force	1.971	eV/Å
charge	+1
E_HOMO	-10.701	eV
frontier orbital gap	7.9	eV
calculated total energy	-3711988.4824	eV

Geometry (Å):
Br (-8.518, 5.031, -4.609)
Br (-4.776, 4.711, -11.204)
Br (-3.419, 8.547, -7.336)
Br (1.636, 7.882, -7.215)
Br (1.590, 5.751, -9.594)
Br (-5.275, 6.949, -5.273)
Br (-1.538, -3.424, 9.094)
Br (13.231, -9.865, -1.272)
Br (8.145, 7.891, -7.152)
Br (1.897, -1.432, 9.786)
Br (-6.131, 3.099, -3.755)
Br (-12.153, 2.153, -4.428)
Br (8.100, 6.185, -11.296)
Br (-1.816, -0.781, 7.354)
Br (-4.073, -4.359, 1.648)
Br (10.701, -10.927, -2.892)
Br (6.773, 10.535, -6.017)
Br (-2.712, 4.498, 7.870)
Br (-4.487, -4.811, 7.603)
Br (7.154, -10.101, -0.743)
Br (0.695, -2.773, 6.080)
Br (-12.670, 3.666, -1.670)
Br (1.213, 7.128, 4.542)
Br (4.010, -3.274, 8.267)
Br (3.356, -3.805, 11.340)
Br (0.572, -7.433, 12.975)
Br (4.961, -12.296, -0.017)
Br (-8.037, 2.311, -6.195)
Br (-5.127, -5.346, 10.674)
Br (2.264, 0.127, -0.777)
Br (-4.931, 2.280, 7.377)
Br (10.626, 7.659, -10.039)
Br (-10.019, 1.946, -2.074)
Br (0.773, -6.265, 10.021)
Br (4.357, 1.314, 1.311)
Br (4.362, 6.920, -8.529)
Br (-2.878, 8.677, -4.146)
Br (9.772, 4.781, -8.977)
Br (4.357, -1.803, 0.687)
Br (-4.140, 4.355, 5.042)
Br (2.517, 4.949, 2.616)
Br (4.074, -9.525, -1.315)
Br (-3.074, -0.892, 10.285)
Br (-4.744, 3.323, -8.325)
Br (-0.603, 4.784, 3.370)
Br (-6.620, -2.998, 9.113)
Br (-2.292, 5.103, -9.232)
Br (5.853, 7.671, -4.967)
Br (-1.610, -8.232, 10.793)
Br (-4.604, -6.408, 4.020)
Br (-2.500, -4.029, 4.431)
Br (10.418, -10.172, 0.189)
P (1.722, -3.430, 4.187)
F (1.031, 0.738, 5.171)
F (-1.078, 0.698, 5.401)
F (-0.216, 1.718, 3.763)
O (-0.229, -0.510, 3.824)
O (2.972, -2.367, 3.993)
N (-0.827, -3.301, 0.384)
C (0.695, -0.602, 2.719)
C (-3.603, 0.771, -0.998)
C (0.539, -3.246, 2.730)
C (5.452, -10.869, -1.210)
C (-3.942, 2.135, -0.385)
C (0.943, -4.392, 1.764)
C (-0.598, -1.915, 0.906)
C (-2.702, 4.532, -2.761)
C (2.102, 2.832, -3.948)
C (3.036, 1.823, -4.643)
C (-4.174, 8.506, -5.558)
C (-4.689, 2.991, -1.418)
C (3.049, -5.814, 2.264)
C (2.669, -3.190, 9.648)
C (2.460, -4.551, 1.592)
C (-7.217, 3.746, -5.210)
C (1.169, 5.302, 3.939)
C (-0.407, -6.869, 11.421)
C (-2.348, -0.002, 1.104)
C (-3.316, -5.262, 3.178)
C (-1.928, -1.432, 1.478)
C (-0.539, 4.857, -4.042)
C (9.836, 5.965, -10.495)
C (7.317, 8.731, -5.631)
C (0.602, -1.890, 1.915)
C (-5.827, -4.747, 8.986)
C (0.376, -4.160, 0.363)
C (-0.100, 0.636, 4.499)
C (3.497, -6.808, 1.185)
C (11.585, -10.854, -1.184)
C (-0.364, 3.387, -3.655)
C (-3.542, 3.345, 6.573)
C (-4.189, 4.837, -9.378)
C (-4.650, 4.493, -1.093)
C (2.497, 7.271, -8.820)
C (-2.637, -1.890, 8.700)
C (-2.328, 0.138, -0.445)
C (3.757, -8.212, 1.786)
C (-3.930, 5.262, -2.209)
C (-11.349, 3.046, -2.925)
C (4.724, -6.304, 0.431)
C (-1.668, 5.534, -3.248)
C (4.033, -0.033, -0.017)
C (0.707, 2.704, -4.539)
H (8.057, 8.782, -4.849)
H (2.815, 1.775, -5.698)
H (-3.005, 3.946, -3.624)
H (10.473, 5.503, -11.233)
H (-1.953, -1.589, 2.548)
H (3.005, -3.657, 1.858)
H (-2.735, -2.037, 1.085)
H (4.076, 2.078, -4.486)
H (0.140, -5.113, -0.089)
H (1.875, -3.862, 9.362)
H (-10.841, 3.916, -3.309)
H (5.636, -6.386, 1.006)
H (4.607, -5.274, 0.106)
H (1.693, -0.396, 3.079)
H (-6.555, 4.259, -5.893)
H (-1.746, 0.726, 1.626)
H (11.836, -11.867, -0.911)
H (1.509, -1.935, 1.319)
H (-2.783, 2.661, 6.228)
H (3.942, -5.509, 2.798)
H (4.807, -6.877, -0.480)
H (-1.286, 6.105, -2.410)
H (4.659, -8.583, 1.336)
H (-0.669, 4.971, -5.109)
H (0.368, 5.400, -3.805)
H (-1.010, -6.022, 11.713)
H (5.554, -11.298, -2.194)
H (2.432, 8.076, -9.535)
H (-4.176, 4.656, -0.133)
H (-1.522, -3.772, 0.968)
H (-0.495, -3.375, 3.050)
H (-5.725, 2.676, -1.351)
H (2.918, -8.829, 1.513)
H (0.472, 1.646, -4.599)
H (0.444, 0.215, 2.048)
H (0.497, -5.322, 2.097)
H (-4.635, 5.485, -2.995)
H (-2.200, -0.876, -0.821)
H (2.866, 0.844, -4.205)
H (-4.614, 2.004, 0.457)
H (0.692, 3.167, -5.516)
H (-3.566, -2.259, 8.292)
H (2.515, 3.814, -4.147)
H (2.335, -6.286, 2.922)
H (-3.595, 6.217, -1.817)
H (-3.448, 0.971, -2.050)
H (-2.205, 6.256, -3.874)
H (1.412, 4.682, 4.788)
H (1.088, -3.671, -0.286)
H (-4.427, 0.087, -0.847)
H (-4.349, 2.828, -2.430)
H (-2.529, -5.900, 2.806)
H (2.696, -6.839, 0.447)
H (4.738, 0.126, -0.820)
H (-1.251, -3.265, -0.537)
H (-3.057, 2.611, 0.024)
H (-0.294, -1.338, 0.043)
H (2.113, 2.574, -2.897)
H (-1.449, 0.705, -0.733)
H (-5.662, 4.875, -1.051)
H (-6.610, -5.434, 8.703)
H (3.841, -8.110, 2.858)
H (-4.662, 5.708, -8.950)
H (-2.281, 3.848, -2.032)
H (-1.265, 2.812, -3.809)
H (0.001, 3.297, -2.641)
H (2.651, -4.696, 0.536)
H (-4.825, 9.364, -5.510)
H (-3.369, 0.118, 1.439)
H (3.003, -2.029, 3.092)

Results of the Löwdin charge analysis, in e, for atoms 1 through 2: 0.610, 0.596

=====

Entry from the Open Molecules 2025 dataset: 13 unconnected molecules or ions with the total composition C44H70Br8O18 at a distorted geometry (ωB97M-V with the def2-TZVPD basis set).

LUMO energy	0.21	eV
energy relative to the best compared isomer or geometry (same formula, charge and spin)	0.000	eV
maximum force	2.773	eV/Å
E_HOMO	-9.947	eV
frontier orbital gap	10.2	eV
calculated total energy	-643961.6704	eV

Geometry (Å):
Br (-0.890, 7.874, -1.937)
Br (3.509, 3.014, -1.024)
Br (5.965, -4.061, -1.461)
Br (6.695, 1.793, -2.687)
Br (-0.170, 4.266, 0.953)
Br (0.475, -4.484, 4.862)
Br (2.843, -2.645, 3.122)
Br (5.437, -0.081, 0.781)
O (-5.550, 3.554, 1.225)
O (3.555, -0.143, 5.434)
O (1.357, -3.569, -1.749)
O (-1.921, -1.808, 5.284)
O (-2.410, 3.956, -3.180)
O (-7.025, -1.140, 0.547)
O (-3.826, 4.306, -0.055)
O (-1.687, -0.343, 1.011)
O (-2.136, -1.349, 7.484)
O (-1.197, -1.480, -2.856)
O (0.489, -0.457, 1.331)
O (4.167, 1.576, 4.053)
O (0.246, -3.031, 0.146)
O (-0.568, 2.763, -2.952)
O (3.062, -1.045, -3.572)
O (-1.397, -3.722, -3.011)
O (-5.072, -0.665, -0.443)
O (4.074, 0.531, -4.734)
C (-0.814, -4.768, -3.787)
C (-5.825, 2.458, 2.052)
C (2.983, 0.012, -4.164)
C (-0.838, -2.494, -3.372)
C (-3.624, 2.198, 1.267)
C (1.747, -0.226, 0.614)
C (-0.593, -0.210, 0.550)
C (3.480, 2.336, 3.011)
C (-3.796, 3.770, -3.450)
C (-1.886, -0.981, 6.341)
C (3.293, 0.689, 4.608)
C (-0.540, 5.294, -0.695)
C (1.920, 0.913, 4.041)
C (2.966, -3.195, 4.987)
C (0.106, -5.149, 1.192)
C (5.100, -1.516, -0.589)
C (3.702, 1.758, -5.404)
C (6.214, 3.428, -1.786)
C (-1.726, 0.352, 4.395)
C (-4.191, -2.842, -0.659)
C (-6.026, -1.520, -0.047)
C (-2.695, 1.676, -2.953)
C (-1.460, -1.102, 4.087)
C (-1.750, 2.767, -3.022)
C (2.017, 2.273, 3.395)
C (1.647, -3.194, 5.602)
C (5.407, 3.351, -0.549)
C (-4.294, 3.496, 0.705)
C (-0.435, -3.753, 1.248)
C (5.657, -2.781, 0.026)
C (-0.170, -4.084, -5.023)
C (2.433, 2.262, -4.782)
C (-1.103, 6.671, -0.404)
C (0.477, -5.319, -0.254)
C (-3.965, 2.270, -3.635)
C (-4.547, 1.788, 2.412)
C (0.786, -3.954, -0.761)
C (1.388, -0.115, -0.855)
C (1.755, 0.930, -4.374)
C (-1.527, 0.427, 5.924)
C (-0.074, 0.287, -0.789)
C (-3.975, -1.375, -1.036)
C (-5.693, -2.933, -0.547)
C (0.095, -2.703, -4.520)
H (1.199, -2.201, 5.461)
H (1.274, -6.007, -0.517)
H (3.429, -4.172, 5.041)
H (-2.963, 1.604, -1.903)
H (4.544, 2.442, -5.309)
H (-3.041, -0.998, -0.661)
H (-4.552, 0.737, 2.625)
H (2.206, 0.695, 0.983)
H (1.062, -2.557, -4.073)
H (3.553, -2.374, 5.401)
H (4.073, -1.525, -0.895)
H (-0.223, -3.245, 2.178)
H (-0.468, 0.523, 6.164)
H (1.058, -5.220, 1.758)
H (-0.667, -0.083, -1.585)
H (-3.705, -2.926, 0.336)
H (1.906, 2.837, -5.540)
H (5.699, 2.650, 0.232)
H (3.703, 1.858, 2.060)
H (1.477, -1.066, -1.378)
H (1.139, 0.851, 4.802)
H (-0.571, -5.889, 1.575)
H (-0.111, 1.375, -0.803)
H (-1.507, -3.690, 1.065)
H (-4.309, 4.122, -2.550)
H (-4.848, 1.824, -3.138)
H (3.535, 1.476, -6.430)
H (-0.373, -1.279, 3.932)
H (-2.768, 0.608, 4.240)
H (4.978, -3.317, 0.710)
H (-6.134, -3.654, 0.137)
H (-2.099, 1.244, 6.373)
H (5.408, 4.313, -0.052)
H (-2.018, -1.487, 3.256)
H (-6.400, 2.781, 2.918)
H (1.292, 1.029, -3.384)
H (-0.174, -1.939, -5.222)
H (-0.001, -5.232, -3.186)
H (5.737, 4.086, -2.508)
H (-2.623, 2.370, 1.614)
H (-4.153, 2.324, 3.251)
H (1.117, 0.600, -5.207)
H (-4.064, -1.238, -2.110)
H (7.124, 3.950, -1.457)
H (-3.986, 2.109, -4.725)
H (1.725, 0.209, 3.253)
H (-6.141, -3.014, -1.574)
H (-2.280, 0.706, -3.237)
H (2.621, 2.887, -3.899)
H (1.929, 0.669, -1.369)
H (0.687, -4.643, -5.387)
H (6.601, -2.692, 0.499)
H (3.845, 3.379, 2.993)
H (-1.561, -5.511, -4.029)
H (-3.759, -3.570, -1.334)
H (1.717, -3.284, 6.677)
H (5.737, -1.113, -1.349)
H (-2.199, 6.626, -0.350)
H (-0.672, 7.171, 0.466)
H (-1.117, 4.678, -1.367)
H (-0.378, -5.630, -0.881)
H (2.361, -1.115, 0.771)
H (-4.105, 4.336, -4.346)
H (0.466, 5.269, -1.112)
H (-1.114, 1.038, 3.816)
H (-6.424, 1.723, 1.485)
H (-3.624, 1.427, 0.501)
H (1.420, 2.344, 2.504)
H (1.756, 3.071, 4.077)
H (-0.896, -4.072, -5.854)

Results of the Löwdin charge analysis, in e, for atoms 1 through 2: 0.602, 0.667

=====

The highest LUMO energy belongs to which entry?
C44H70Br8O18

=====

Which formula does entry 1 have?
C44H70Br52F3NO2P